Formula: C13H18OS2
Source: the OMol25 dataset
Level of theory: ωB97M-V with the def2-TZVPD basis set

XYZ file:
```
34
Properties=species:S:1:pos:R:3:forces:R:3:nbo_charge:R:1
C 0.927267 0.921859 -3.837322 0.5 -0.5 -0.3 -0.65
C -0.185886 1.535271 -3.047382 -0.9 0.2 0.1 0.09
C -1.289925 2.019926 -3.958763 -0.4 0.1 -0.3 -0.62
O -0.904082 0.562138 -2.197901 0.8 0.1 0.5 -0.52
C -0.291600 0.140426 -1.072323 0.1 0.4 -0.5 0.04
S 1.262814 0.479794 -0.691566 -0.3 0.0 -0.1 -0.11
S -1.510623 -0.710701 -0.142686 -1.0 0.3 -1.1 0.33
C -0.681588 -1.597333 1.175355 0.8 0.3 0.5 -0.18
C -1.810857 -2.206995 2.029165 0.0 0.1 -0.1 -0.61
C 0.145763 -2.708065 0.546068 0.0 -0.3 0.2 -0.63
C 0.132956 -0.555878 1.964794 0.2 -0.6 0.2 -0.06
C 1.526734 -0.617078 2.055672 0.0 0.0 0.5 -0.18
C 2.232734 0.381212 2.735509 -0.3 -0.3 0.0 -0.22
C 1.545447 1.411878 3.375109 -0.1 -0.1 0.0 -0.21
C 0.147441 1.455193 3.304419 0.3 0.0 -0.2 -0.23
C -0.545087 0.507485 2.550523 0.1 0.3 0.4 -0.16
H 1.446667 1.715983 -4.390327 -0.1 -0.2 0.1 0.22
H 1.653945 0.408357 -3.197542 -0.2 0.2 -0.4 0.24
H 0.508968 0.217582 -4.565021 0.1 0.0 0.1 0.21
H 0.188777 2.354494 -2.421399 -0.1 -0.3 0.1 0.20
H -0.953273 2.847892 -4.587614 0.0 -0.1 0.1 0.21
H -1.612096 1.199484 -4.611312 0.1 0.2 0.1 0.21
H -2.165241 2.347229 -3.393144 0.1 0.0 0.0 0.22
H -2.305240 -1.434631 2.629189 0.0 -0.3 -0.2 0.22
H -2.548687 -2.702052 1.383760 0.1 0.1 0.1 0.22
H -1.402128 -2.972764 2.700807 0.0 0.3 -0.1 0.23
H 0.888388 -2.307982 -0.146757 0.0 -0.1 0.1 0.23
H 0.638962 -3.266700 1.350100 0.1 0.0 -0.2 0.21
H -0.513531 -3.396163 0.000878 0.2 0.2 0.1 0.22
H 2.079228 -1.424078 1.562384 -0.3 0.4 0.3 0.22
H 3.320490 0.342292 2.752231 -0.2 0.0 0.1 0.21
H 2.097571 2.180766 3.922684 -0.2 -0.3 -0.2 0.21
H -0.401764 2.238815 3.826300 0.1 -0.1 -0.2 0.21
H -1.622545 0.632348 2.396113 0.4 -0.2 0.2 0.21
```
Positions in Å, forces in eV/Å.

energy = -37490.789 eV
Kohn-Sham gap = 8.58 eV
net charge = 0
HOMO = -8.0 eV
SMILES = CC(C)OC(=S)SC(C)(C)c1ccccc1
E_LUMO = 0.59 eV

Formula: C18H30BeBr2Cl5F2Li2N2O4
Source: the OMol25 dataset
Level of theory: ωB97M-V with the def2-TZVPD basis set

XYZ file:
```
66
Properties=species:S:1:pos:R:3:forces:R:3:nbo_charge:R:1
C -3.552791 -4.647420 1.264860 1.0 0.2 0.6 -0.36
C -2.901056 -3.576238 1.872585 -1.4 -0.9 -1.1 -0.01
N -1.484500 -3.387130 1.467129 -1.8 0.5 1.7 -0.18
N -0.651446 -4.292078 1.932639 1.8 -0.2 -0.1 -0.19
C 0.609686 -4.192367 1.566996 0.7 0.7 0.0 0.25
C 1.579857 -5.289934 2.076329 -1.4 -0.3 -0.6 -0.45
C 1.682876 -6.365297 0.914515 -0.1 0.7 0.3 -0.60
C 1.024080 -3.080534 0.712956 -0.7 0.5 -0.5 -0.26
C 0.106334 -2.098317 0.233728 -0.1 -1.8 0.7 -0.04
C 0.466856 -0.911854 -0.706129 0.3 -0.7 0.7 -0.51
C 0.270688 0.426253 0.113426 -0.1 0.1 -0.3 -0.41
C -0.467464 1.521450 -0.710855 0.5 0.0 0.4 -0.42
C 0.458975 2.494976 -1.506966 -1.1 -1.1 0.8 -0.45
C 1.341217 3.420493 -0.632606 0.8 0.8 -0.9 -0.42
C 2.801766 3.509302 -1.254356 -0.6 -0.1 -0.3 -0.09
O 3.805145 4.017980 -0.305331 0.0 1.3 -0.7 -0.53
C 3.803641 5.387054 -0.190204 -0.3 0.7 1.3 0.85
C 4.674533 6.323718 -1.057953 0.2 -0.6 0.2 -0.74
O 3.093525 5.895174 0.701491 0.6 -0.8 -1.7 -0.69
C -1.288261 -2.315665 0.688840 1.0 0.0 -1.1 0.12
Br -2.674656 -1.048599 0.121754 1.6 -0.3 0.5 0.39
H -3.211593 -5.662736 1.583174 0.9 0.6 -1.9 0.24
H -4.316020 -4.514008 0.471838 -1.0 -0.2 2.0 0.25
H -3.387320 -2.920078 2.614260 0.5 1.0 -1.6 0.25
H 1.050016 -5.792121 2.920486 0.6 0.6 -0.4 0.26
H 2.554054 -4.876820 2.398753 -0.6 -0.2 -0.2 0.24
H 0.734682 -6.306277 0.328428 0.7 -0.3 0.3 0.21
H 1.776246 -7.390582 1.332397 0.2 0.8 -0.4 0.25
H 2.532893 -6.096488 0.252396 -0.5 -0.5 0.3 0.21
H 2.099359 -3.022054 0.439336 -0.7 0.1 0.3 0.23
H -0.152707 -0.926082 -1.648102 0.1 0.2 0.8 0.25
H 1.550592 -1.005771 -1.006897 -0.6 0.1 0.3 0.19
H -0.370453 0.185073 0.986250 0.7 0.2 -0.5 0.25
H 1.271066 0.754030 0.492453 -0.7 -0.2 -0.2 0.21
H -1.144820 0.982563 -1.415845 0.3 0.8 0.5 0.25
H -1.115649 2.071797 0.010588 0.4 -0.3 -0.7 0.25
H -0.237629 3.112334 -2.104001 0.7 -0.6 0.5 0.29
H 1.061347 1.872529 -2.207938 -0.2 0.7 0.3 0.20
H 1.345420 3.183621 0.453629 0.2 -0.1 -0.7 0.23
H 0.899166 4.462274 -0.766504 -0.2 -1.8 -0.4 0.09
H 3.142303 2.512678 -1.617081 -0.1 0.7 0.7 0.22
H 2.804071 4.160396 -2.165427 -0.2 -0.5 0.7 0.22
H 5.742486 6.007170 -0.993457 -0.8 0.0 -0.3 0.27
H 4.615309 7.365705 -0.674500 -0.2 -0.9 -0.2 0.26
H 4.329974 6.290405 -2.120374 0.4 -0.1 0.8 0.26
C -1.505562 1.532154 -4.889288 -0.3 -0.1 0.4 -0.29
Cl 0.261048 1.307406 -4.881827 0.2 -0.1 -0.2 -0.04
Cl -2.294142 0.182565 -4.088291 0.4 0.3 0.2 0.14
Cl -1.951194 3.064074 -4.109460 -1.1 -0.9 -0.5 0.17
H -1.837888 1.563993 -5.921794 0.1 0.0 0.1 0.24
O -1.834783 -5.552911 4.698373 -2.4 -0.8 2.6 -1.28
H -1.362371 -5.161977 3.965479 -0.5 0.7 -0.3 0.46
F -3.231228 1.114193 -0.172677 0.1 -2.2 1.7 -0.77
Li 1.387966 5.738301 -0.037960 -0.1 0.9 0.7 0.95
Li 0.978163 -2.733370 -2.030361 -0.3 0.2 0.0 0.98
F -3.579657 -1.358832 -5.469151 -0.1 -0.3 -0.1 -0.65
O -3.749637 2.764182 -1.614134 -0.6 2.0 -1.6 -1.02
H -4.680447 2.527010 -1.674478 0.2 0.1 0.0 0.46
H -3.396695 2.159735 -0.933422 -0.2 -0.3 0.0 0.48
C -1.273186 1.509099 4.129451 -0.1 -0.1 0.2 -0.39
Cl 0.064456 2.476339 3.488145 0.0 0.0 0.0 -0.04
Cl -1.915473 0.411663 2.902150 -0.1 0.1 0.3 -0.02
H -0.912012 0.926286 4.971274 0.1 0.0 -0.1 0.23
H -2.066299 2.176075 4.453306 0.0 0.0 -0.2 0.24
Be -3.573783 -5.491719 6.027745 2.8 0.2 -2.4 0.82
Br 0.200928 4.607208 -3.679794 1.3 1.8 -0.3 -0.49
```
Positions in Å, forces in eV/Å.

energy = -239242.062 eV
Kohn-Sham gap = 1.07 eV
net charge = +1
HOMO = -8.4 eV
E_LUMO = -7.31 eV